(1)
{
  "formula": "C3H4BaLiO5",
  "method": "ωB97M-V/def2-TZVPD",
  "homo_lumo_gap_ev": [3.923, 7.149],
  "max_force_ha_per_bohr": 0.0587,
  "homo_energy_ha": [-0.1700, -0.2811],
  "multiplicity": 2,
  "species": ["O", "C", "C", "O", "H", "H", "H", "Ba", "O", "C", "O", "O", "Li", "H"],
  "positions_angstrom": [[-2.514, -1.437, 0.748], [-1.573, -0.413, 0.790], [-1.963, 0.849, 0.328], [-1.247, 1.910, 0.368], [-2.880, -1.585, 1.625], [-0.943, -0.412, 1.692], [-2.893, 0.888, -0.268], [1.216, 2.865, 0.107], [0.976, -1.124, -0.849], [2.145, -0.585, -0.977], [2.367, 0.625, -0.552], [3.075, -1.191, -1.559], [4.199, 0.366, -1.287], [0.035, -0.756, -0.166]],
  "forces_ev_per_a": [[-0.2, -0.6, -0.4], [0.4, 1.1, 0.7], [0.9, -0.5, -0.7], [0.6, 0.2, 0.1], [0.0, 0.1, 0.0], [0.1, 0.0, -0.3], [0.1, 0.0, 0.3], [-0.7, -0.9, 0.0], [-2.6, 0.0, 1.5], [-0.1, 0.1, -0.2], [0.0, 1.1, 0.5], [0.1, 0.2, 0.1], [-0.7, -0.4, 0.1], [2.1, -0.3, -1.6]],
  "nbo_charge": [-0.72, -0.24, 0.29, -0.93, 0.46, 0.17, 0.14, 1.04, -0.74, 0.98, -1.06, -0.82, 0.92, 0.49]
}

=====

(2)
{
  "formula": "C37H35N5O12",
  "method": "ωB97M-V/def2-TZVPD",
  "smiles": "C[C@H](O)Cc1c(CCO)ccc2c1C(=O)NC2=O.O=[N+]([O-])c1ccccc1.O=[N+]([O-])c1ccccc1.O=[N+]([O-])c1ccccc1.O=[N+]([O-])c1ccccc1",
  "homo_lumo_gap_ev": 8.584,
  "max_force_ha_per_bohr": 0.0203,
  "homo_energy_ha": -0.3427,
  "e_above_lowest_kcal_mol": 0.00,
  "species": ["C", "C", "O", "C", "C", "C", "C", "C", "O", "C", "C", "C", "C", "C", "O", "N", "C", "O", "H", "H", "H", "H", "H", "H", "H", "H", "H", "H", "H", "H", "H", "H", "H", "O", "N", "O", "C", "C", "C", "C", "C", "C", "H", "H", "H", "H", "H", "O", "N", "O", "C", "C", "C", "C", "C", "C", "H", "H", "H", "H", "H", "O", "N", "O", "C", "C", "C", "C", "C", "C", "H", "H", "H", "H", "H", "O", "N", "O", "C", "C", "C", "C", "C", "C", "H", "H", "H", "H", "H"],
  "positions_angstrom": [[4.059, -0.431, -3.679], [2.924, -0.256, -2.679], [2.622, -1.486, -2.007], [1.647, 0.250, -3.349], [0.428, 0.140, -2.466], [0.225, 0.947, -1.328], [1.163, 2.068, -0.914], [0.564, 3.395, -1.418], [0.740, 3.510, -2.831], [-0.912, 0.775, -0.525], [-1.869, -0.195, -0.809], [-1.679, -0.973, -1.931], [-0.570, -0.796, -2.743], [-0.687, -1.769, -3.884], [-0.012, -1.941, -4.855], [-1.848, -2.498, -3.609], [-2.521, -2.072, -2.477], [-3.534, -2.540, -2.034], [4.592, 0.515, -3.763], [3.726, -0.763, -4.656], [4.775, -1.119, -3.249], [3.279, 0.410, -1.896], [2.954, -2.218, -2.540], [1.481, -0.417, -4.189], [1.766, 1.251, -3.760], [1.175, 2.043, 0.170], [2.144, 1.952, -1.352], [-0.510, 3.352, -1.234], [1.017, 4.254, -0.935], [0.037, 2.994, -3.237], [-1.043, 1.406, 0.342], [-2.732, -0.336, -0.174], [-2.330, -2.966, -4.363], [-9.569, -6.978, -3.476], [-8.746, -6.583, -2.674], [-8.722, -6.895, -1.500], [-7.707, -5.659, -3.158], [-7.731, -5.259, -4.481], [-6.763, -4.375, -4.927], [-5.790, -3.908, -4.052], [-5.774, -4.325, -2.729], [-6.742, -5.209, -2.275], [-8.490, -5.627, -5.155], [-6.770, -4.047, -5.958], [-5.039, -3.211, -4.402], [-5.011, -3.958, -2.059], [-6.741, -5.537, -1.246], [-0.275, 3.042, 4.271], [0.408, 3.470, 3.362], [0.969, 2.776, 2.536], [0.569, 4.928, 3.251], [-0.031, 5.740, 4.194], [0.135, 7.112, 4.101], [0.892, 7.650, 3.068], [1.482, 6.818, 2.124], [1.322, 5.445, 2.212], [-0.618, 5.321, 4.997], [-0.324, 7.756, 4.837], [1.025, 8.721, 3.000], [2.069, 7.239, 1.320], [1.781, 4.792, 1.484], [-1.462, 6.323, 7.048], [-1.383, 6.001, 8.220], [-0.915, 6.699, 9.093], [-1.885, 4.671, 8.596], [-2.385, 3.838, 7.612], [-2.836, 2.578, 7.969], [-2.785, 2.171, 9.296], [-2.287, 3.025, 10.271], [-1.831, 4.286, 9.923], [-2.422, 4.158, 6.581], [-3.224, 1.912, 7.211], [-3.134, 1.184, 9.571], [-2.250, 2.708, 11.304], [-1.440, 4.954, 10.676], [5.061, -3.163, -4.367], [5.092, -3.945, -3.439], [4.139, -4.188, -2.721], [6.359, -4.631, -3.152], [7.467, -4.343, -3.928], [8.664, -4.978, -3.642], [8.737, -5.886, -2.593], [7.611, -6.167, -1.831], [6.410, -5.536, -2.108], [7.403, -3.637, -4.742], [9.542, -4.761, -4.235], [9.676, -6.376, -2.370], [7.670, -6.876, -1.017], [5.531, -5.747, -1.517]],
  "forces_ev_per_a": [[0.0, 0.7, 0.6], [0.0, -0.5, 0.0], [0.1, 0.0, -0.2], [-0.1, -0.3, -0.1], [-0.3, 0.2, 0.2], [0.1, -0.2, 0.0], [-0.9, 0.0, -0.4], [-0.1, -0.8, -0.4], [0.1, 0.2, 0.2], [0.0, -0.5, -0.5], [0.0, 0.1, 0.1], [0.1, 0.2, 0.2], [0.5, 0.1, -0.1], [-0.4, 0.3, 0.7], [0.4, 0.0, -0.5], [-0.4, -0.2, -0.6], [0.7, 0.4, 0.2], [-0.3, 0.1, 0.0], [-0.1, 0.1, -0.3], [0.0, -0.2, -0.1], [0.1, -0.2, -0.1], [-0.1, 0.1, 0.1], [-0.1, -0.1, 0.0], [0.0, 0.0, -0.2], [0.1, 0.2, 0.2], [0.4, 0.2, 0.2], [0.3, 0.0, 0.2], [-0.1, 0.4, 0.4], [0.0, 0.2, -0.1], [0.0, 0.0, -0.1], [0.0, 0.1, 0.1], [0.0, 0.0, 0.0], [0.1, -0.3, 0.1], [0.0, 0.0, 0.0], [0.0, -0.1, 0.0], [0.0, 0.0, 0.0], [0.1, 0.1, 0.0], [-0.1, 0.0, -0.2], [0.1, 0.0, 0.1], [0.0, 0.0, 0.0], [-0.2, -0.2, 0.0], [0.1, 0.0, 0.1], [-0.1, -0.1, 0.1], [0.0, 0.0, 0.0], [0.0, 0.0, 0.0], [-0.1, -0.1, -0.1], [-0.1, -0.1, 0.0], [0.0, 0.0, 0.0], [0.0, 0.0, 0.0], [0.0, 0.0, 0.0], [0.0, 0.2, 0.0], [-0.1, 0.0, 0.2], [0.1, 0.1, -0.1], [0.0, 0.0, 0.0], [-0.1, 0.0, 0.1], [0.1, 0.0, -0.2], [0.0, -0.1, 0.0], [0.0, 0.0, 0.0], [0.0, 0.0, 0.0], [0.0, 0.0, 0.0], [0.0, -0.1, 0.1], [0.0, 0.0, 0.0], [0.0, 0.0, 0.0], [0.0, 0.0, 0.0], [-0.1, -0.2, 0.0], [0.0, 0.0, -0.2], [0.0, 0.0, 0.1], [0.0, 0.0, 0.0], [0.0, -0.1, -0.1], [0.0, 0.0, 0.2], [0.1, 0.1, 0.0], [0.0, 0.0, 0.0], [0.0, 0.0, 0.0], [0.0, 0.0, 0.0], [0.0, 0.1, -0.1], [0.1, -0.2, -0.1], [-0.1, 0.0, 0.0], [0.0, 0.0, 0.0], [0.1, -0.1, 0.0], [0.1, 0.1, -0.1], [0.0, -0.1, 0.1], [0.0, 0.0, 0.0], [0.1, 0.0, -0.1], [-0.1, -0.1, 0.2], [-0.1, 0.0, 0.0], [0.0, 0.0, 0.0], [0.0, 0.0, 0.0], [0.0, 0.0, 0.0], [-0.1, 0.1, -0.1]],
  "mulliken_charge": [-1.74, 0.89, -0.53, -1.56, 0.62, 0.74, -0.21, -0.61, -0.57, -0.36, -1.00, -0.07, 0.45, -0.03, -0.60, 0.05, -0.24, -0.56, 0.45, 0.34, 0.48, 0.21, 0.25, 0.59, 0.30, 0.23, 0.02, 0.41, 0.28, 0.37, 0.58, 0.53, 0.28, -0.61, 1.01, -0.60, 0.04, -0.40, -0.52, -0.33, -0.21, -0.51, 0.45, 0.38, 0.30, 0.61, 0.44, -0.60, 1.02, -0.62, -0.21, -0.27, -0.48, -0.40, -0.62, -0.12, 0.54, 0.44, 0.39, 0.39, 0.53, -0.64, 1.04, -0.60, 0.18, -0.13, -0.60, -0.41, -0.40, -0.42, 0.38, 0.38, 0.38, 0.37, 0.45, -0.57, 1.06, -0.65, 0.11, -0.29, -0.47, -0.41, -0.48, -0.30, 0.45, 0.37, 0.38, 0.37, 0.44]
}

=====

What is the formula in the second record? C37H35N5O12